# 1
Computed, not measured: a gas-phase ion, C6H12N3OS (charge +1), with wB97M-V/def2-TZVPD.

Geometry as ORCA input:
```
! RIJCOSX wB97M-V def2-TZVPD def2/J DEFGRID3
* xyz 1 1
C -2.96 0.92 -0.44
C -0.07 0.38 1.44
C -1.51 -0.19 1.13
C 2.04 1.20 -0.23
C -1.45 -0.76 -0.24
C 3.08 1.20 -1.30
N -2.63 0.77 0.92
N -2.29 -0.05 -1.10
N -1.77 -2.39 -0.16
O -3.69 1.69 -1.00
S 1.04 -0.11 0.09
H 0.03 1.45 1.67
H 0.25 -0.15 2.29
H -1.85 -1.02 1.91
H 1.73 2.19 0.27
H 3.21 0.19 -1.42
H 3.87 1.70 -0.72
H 2.97 1.78 -2.18
H -2.88 1.43 1.63
H -2.16 0.04 -2.04
H -2.80 -2.48 -0.38
H -1.58 -2.55 0.87
H -1.21 -3.10 -0.66
*
```

- Kohn-Sham gap (alpha / beta): 0.22368 / 0.25337 hartree
- Energy above the lowest of the compared OMol25 structures with the same formula, charge and spin: 74.1 kcal/mol
- Total energy: -873.1438 Ha
- Highest occupied orbital energy (alpha / beta): -10.701 / -11.111 eV

---

# 2
Computed, not measured: a molecular structure, H6INSi2, with wB97M-V/def2-TZVPD.

Geometry as ORCA input:
```
! RIJCOSX wB97M-V def2-TZVPD def2/J DEFGRID3
* xyz 0 3
N -1.16 -0.25 -0.70
Si 0.06 1.83 -0.12
Si -0.44 -1.69 -0.18
I -3.14 0.12 0.10
H 1.06 1.86 -1.08
H 0.47 1.50 1.31
H -0.78 2.94 -0.40
H -1.04 -2.81 -0.81
H 1.11 -1.94 -0.52
H -0.46 -2.31 1.20
*
```

- Kohn-Sham gap (alpha / beta): 0.21925 / 0.23854 hartree
- Total energy: -934.8197 Ha
- Highest occupied orbital energy (alpha / beta): -6.690 / -9.209 eV
- ⟨S²⟩: 2.012

---

What did the first record say?
Computed, not measured: a gas-phase ion, C6H12N3OS (charge +1), with wB97M-V/def2-TZVPD.

Geometry as ORCA input:
```
! RIJCOSX wB97M-V def2-TZVPD def2/J DEFGRID3
* xyz 1 1
C -2.96 0.92 -0.44
C -0.07 0.38 1.44
C -1.51 -0.19 1.13
C 2.04 1.20 -0.23
C -1.45 -0.76 -0.24
C 3.08 1.20 -1.30
N -2.63 0.77 0.92
N -2.29 -0.05 -1.10
N -1.77 -2.39 -0.16
O -3.69 1.69 -1.00
S 1.04 -0.11 0.09
H 0.03 1.45 1.67
H 0.25 -0.15 2.29
H -1.85 -1.02 1.91
H 1.73 2.19 0.27
H 3.21 0.19 -1.42
H 3.87 1.70 -0.72
H 2.97 1.78 -2.18
H -2.88 1.43 1.63
H -2.16 0.04 -2.04
H -2.80 -2.48 -0.38
H -1.58 -2.55 0.87
H -1.21 -3.10 -0.66
*
```

- Kohn-Sham gap (alpha / beta): 0.22368 / 0.25337 hartree
- Energy above the lowest of the compared OMol25 structures with the same formula, charge and spin: 74.1 kcal/mol
- Total energy: -873.1438 Ha
- Highest occupied orbital energy (alpha / beta): -10.701 / -11.111 eV